C38H57BrClN4O5Sn as an isolated structure, computed with ωB97M-V with the def2-TZVPD basis set.

Last column: Löwdin charge in e.
Positions of all 107 atoms, in Å:
Sn (-0.002, 0.153, -1.507)  1.031
O (-1.598, 0.172, -3.664)  -0.434
Cl (-1.963, -1.237, -3.731)  0.643
O (-1.553, -1.811, -4.972)  -0.314
O (-1.242, -1.876, -2.620)  -0.500
O (-3.374, -1.394, -3.538)  -0.328
C (2.377, -1.293, 4.411)  -0.054
C (1.047, -0.579, 4.269)  -0.195
C (0.613, 0.111, 5.331)  -0.063
C (-0.613, 0.901, 5.444)  -0.101
C (-1.766, 0.543, 4.888)  -0.079
C (-1.926, -0.747, 4.139)  -0.356
C (-3.396, -1.057, 3.873)  -0.063
C (0.375, -0.468, 2.869)  -0.360
N (1.027, -1.362, 1.890)  0.171
C (0.983, -2.621, 1.967)  -0.280
C (0.386, -3.476, 3.065)  -0.019
C (1.478, -3.402, 0.770)  -0.271
C (2.034, -4.785, 1.009)  -0.010
N (1.305, -2.877, -0.367)  0.163
C (1.563, -3.621, -1.549)  -0.211
C (2.796, -3.518, -2.202)  -0.221
C (3.907, -2.662, -1.663)  -0.041
C (2.970, -4.206, -3.396)  -0.056
C (1.952, -4.972, -3.938)  -0.088
C (0.740, -5.062, -3.275)  -0.047
C (0.525, -4.395, -2.076)  -0.216
C (-0.799, -4.515, -1.372)  -0.050
H (3.027, -0.731, 5.084)  0.081
H (2.895, -1.408, 3.462)  0.070
H (2.251, -2.290, 4.838)  0.077
H (1.257, 0.120, 6.209)  0.108
H (-0.559, 1.811, 6.034)  0.102
H (-2.638, 1.182, 4.994)  0.113
H (-3.952, -1.150, 4.807)  0.078
H (-3.509, -1.987, 3.313)  0.080
H (-3.853, -0.259, 3.284)  0.076
H (0.009, -2.888, 3.896)  0.064
H (1.135, -4.172, 3.446)  0.080
H (-0.432, -4.077, 2.660)  0.099
H (2.731, -4.784, 1.850)  0.082
H (2.545, -5.147, 0.120)  0.083
H (1.230, -5.486, 1.248)  0.086
H (3.859, -2.553, -0.580)  0.068
H (3.843, -1.664, -2.097)  0.044
H (4.877, -3.086, -1.926)  0.076
H (3.920, -4.123, -3.912)  0.107
H (2.095, -5.480, -4.883)  0.096
H (-0.071, -5.642, -3.702)  0.111
H (-1.606, -4.580, -2.100)  0.080
H (-0.998, -3.647, -0.746)  0.064
H (-0.829, -5.411, -0.744)  0.078
C (-0.354, 1.959, 2.421)  -0.071
N (0.609, 0.879, 2.324)  -0.105
C (-1.136, -0.822, 2.829)  -0.079
C (1.962, 1.361, 2.487)  -0.192
C (2.402, 2.360, 1.427)  -0.210
N (2.425, 1.852, 0.067)  -0.266
C (3.222, 0.646, -0.052)  -0.150
C (2.929, 2.886, -0.818)  -0.113
H (-0.163, 2.614, 3.285)  0.090
H (-1.372, 1.597, 2.506)  0.066
H (-0.312, 2.556, 1.508)  0.081
H (-1.516, -1.531, 4.790)  0.136
H (-1.235, -1.846, 2.471)  0.102
H (-1.604, -0.222, 2.049)  0.105
H (2.644, 0.511, 2.473)  0.097
H (2.094, 1.857, 3.467)  0.125
H (3.413, 2.709, 1.723)  0.121
H (1.755, 3.239, 1.449)  0.111
H (4.231, 0.772, 0.389)  0.094
H (3.337, 0.411, -1.106)  0.008
H (2.718, -0.194, 0.427)  0.051
H (3.963, 3.179, -0.558)  0.087
H (2.296, 3.770, -0.746)  0.080
H (2.911, 2.533, -1.848)  0.047
Br (1.777, 0.247, -3.428)  0.064
C (0.328, 3.252, -4.916)  -0.087
C (0.049, 3.617, -3.458)  -0.392
C (0.605, 5.006, -3.131)  -0.072
C (-1.426, 3.548, -3.132)  -0.138
C (-2.305, 4.350, -3.847)  -0.059
C (-3.660, 4.376, -3.565)  -0.104
C (-4.131, 3.582, -2.535)  -0.064
C (-3.295, 2.753, -1.795)  -0.132
C (-3.942, 2.000, -0.642)  -0.358
C (-3.480, 0.564, -0.397)  -0.068
C (-3.832, 2.827, 0.644)  -0.060
C (-1.916, 2.719, -2.099)  -0.284
O (-1.106, 1.937, -1.376)  -0.384
H (1.404, 3.199, -5.097)  0.067
H (-0.098, 3.997, -5.594)  0.069
H (-0.100, 2.279, -5.157)  0.068
H (0.567, 2.895, -2.828)  0.063
H (0.079, 5.778, -3.700)  0.069
H (1.667, 5.069, -3.381)  0.072
H (0.483, 5.237, -2.071)  0.075
H (-1.916, 4.971, -4.647)  0.102
H (-4.335, 4.999, -4.138)  0.087
H (-5.190, 3.588, -2.295)  0.104
H (-5.004, 1.935, -0.902)  0.123
H (-2.458, 0.539, -0.028)  0.017
H (-3.532, -0.033, -1.307)  0.069
H (-4.130, 0.097, 0.350)  0.074
H (-2.784, 2.922, 0.937)  0.064
H (-4.379, 2.352, 1.464)  0.068
H (-4.230, 3.832, 0.498)  0.075

Output
- multiplicity = 1
- frontier orbital gap (eV) = 6.8
- relative energy (zero: lowest compared OMol25 entry of this formula, charge and spin) (eV) = 0.000
- energy (Eh) = -5325.76051
- total charge = -1
- E_LUMO (eV) = 2.1